Record 1
One molecule with the formula C4H8N2OS. Source: the OMol25 dataset; level of theory: ωB97M-V/def2-TZVPD.

```
16
Properties=species:S:1:pos:R:3:lowdin_charge:R:1
C -1.733 1.446 0.118 -0.177
C -2.258 0.458 0.814 -0.423
C -0.698 0.947 -0.855 -0.303
C 2.292 -0.833 0.854 -0.110
N 0.932 -0.911 -1.057 -0.043
N -0.259 -0.363 -0.435 -0.418
O 1.688 -1.619 -0.140 -0.211
S -1.702 -1.202 0.396 0.870
H -2.042 2.471 0.374 0.113
H -3.137 0.430 1.357 0.032
H -1.167 0.951 -1.981 0.135
H 0.278 1.616 -1.114 0.147
H 2.050 0.261 0.516 0.112
H 3.318 -1.204 0.999 0.082
H 1.817 -0.884 1.881 0.086
H 0.621 -1.563 -1.726 0.108
```

Output
Relative energy (zero: lowest compared OMol25 entry of this formula, charge and spin) ... 547.2 kJ/mol
SMILES ... CONN1CC=CS1
Frontier orbital gap ... 8.500 eV
E ... -739.9536 Eh

Record 2
One molecule with the formula C4H8N2OS. Source: the OMol25 dataset; level of theory: ωB97M-V/def2-TZVPD.

```
16
Properties=species:S:1:pos:R:3:lowdin_charge:R:1
C -2.993 -0.159 -0.078 -0.114
C -1.595 -0.175 0.314 -0.236
C -0.678 0.612 -0.094 -0.140
C 1.333 -0.794 -0.155 -0.363
H -3.484 -0.418 0.920 0.102
H -3.239 0.756 -0.631 0.081
H -3.156 -0.981 -0.848 0.099
H -1.207 -1.037 1.047 0.159
H -0.769 1.581 -0.696 0.160
H 2.148 1.751 0.522 0.067
H 0.423 -1.576 -0.096 0.159
H 4.926 -0.433 -0.097 -0.110
N 0.683 0.334 0.264 -0.117
N 2.551 -1.167 -0.312 -0.291
O 1.410 1.573 -0.195 -0.162
S 3.647 0.132 0.135 0.707
```

Output
Relative energy (zero: lowest compared OMol25 entry of this formula, charge and spin) ... 476.7 kJ/mol
SMILES ... C/C=C/N(O)/C=N\S
Frontier orbital gap ... 9.104 eV
E ... -739.9805 Eh

Record 3
One molecule with the formula C4H8N2OS. Source: the OMol25 dataset; level of theory: ωB97M-V/def2-TZVPD.

```
16
Properties=species:S:1:pos:R:3:lowdin_charge:R:1
C 3.093 -0.193 0.109 -0.417
C 0.468 0.480 -0.083 -0.685
C -1.544 -0.984 -0.027 -0.184
C -2.844 -1.113 0.196 0.021
H 3.840 -0.978 0.073 0.029
H 3.316 0.582 -0.619 0.035
H 3.064 0.239 1.115 0.042
H 0.239 2.292 0.262 0.042
H -1.934 1.630 -1.051 0.137
H -0.867 -1.832 -0.034 0.072
H -3.505 -0.264 0.224 0.050
H -3.233 -2.100 0.390 0.051
N 0.971 1.610 0.180 0.099
N -0.892 0.228 -0.329 -0.183
O -1.686 1.353 -0.150 -0.005
S 1.514 -0.951 -0.257 0.896
```

Output
Relative energy (zero: lowest compared OMol25 entry of this formula, charge and spin) ... 241.7 kJ/mol
SMILES ... [H]/N=C(/SC)N(O)C=C
Frontier orbital gap ... 9.419 eV
E ... -740.0700 Eh

Record 4
One molecule with the formula C4H8N2OS. Source: the OMol25 dataset; level of theory: ωB97M-V/def2-TZVPD.

```
16
Properties=species:S:1:pos:R:3:lowdin_charge:R:1
C -2.980 0.913 0.403 -0.472
C 2.022 0.886 -0.730 -0.079
C 1.214 -0.410 -0.470 -0.254
C 0.191 -0.214 0.686 -0.290
N -3.439 1.942 0.663 0.106
N -2.589 -0.267 -0.034 -0.182
O -0.983 -2.062 -0.640 -0.367
S -1.302 -1.076 0.359 0.798
H 1.404 1.745 -1.095 0.106
H 2.590 1.159 0.061 0.035
H 2.722 0.559 -1.420 0.049
H 1.914 -1.251 -0.457 0.119
H 0.476 -0.701 -1.208 0.075
H 0.574 -0.319 1.709 0.107
H -0.162 0.905 0.594 0.133
H -1.653 -1.809 1.576 0.113
```

Output
Relative energy (zero: lowest compared OMol25 entry of this formula, charge and spin) ... 380.6 kJ/mol
SMILES ... CCC[S@H](=O)=NC#N
Frontier orbital gap ... 9.825 eV
E ... -740.0171 Eh

Record 5
One molecule with the formula C4H8N2OS. Source: the OMol25 dataset; level of theory: ωB97M-V/def2-TZVPD.

```
16
Properties=species:S:1:pos:R:3:lowdin_charge:R:1
C -0.216 0.875 -0.897 -0.231
C 0.019 -0.438 -0.135 -0.575
C 1.293 -0.453 0.757 -0.369
C -0.940 -0.560 1.054 -0.675
H -1.080 2.061 0.535 0.073
H 0.552 2.253 0.457 0.079
H -1.136 0.794 -1.460 0.117
H 0.608 0.994 -1.629 0.132
H 0.080 -2.425 -0.631 0.079
H -0.901 -1.565 -1.587 0.096
H 1.923 0.417 0.663 0.068
H 1.886 -1.348 0.624 0.074
N -0.297 2.094 -0.117 0.012
N -0.008 -1.535 -1.084 0.092
O -2.122 -0.652 1.135 0.074
S 0.342 -0.513 2.316 0.954
```

Output
Relative energy (zero: lowest compared OMol25 entry of this formula, charge and spin) ... 29.9 kJ/mol
SMILES ... NC[C@@]1(N)CSC1=O
Frontier orbital gap ... 9.874 eV
E ... -740.1506 Eh

Record 6
One molecule with the formula C4H8N2OS. Source: the OMol25 dataset; level of theory: ωB97M-V/def2-TZVPD.

```
16
Properties=species:S:1:pos:R:3:lowdin_charge:R:1
C -0.352 0.337 -0.790 -0.188
C 1.046 -0.284 -0.473 -0.506
C 1.254 -1.755 -0.687 -0.359
C -1.467 -0.226 1.306 -0.336
H -1.048 2.638 0.400 0.158
H 0.521 2.194 0.781 0.127
H -0.864 -0.511 -1.224 0.112
H -0.313 1.250 -1.453 0.138
H 1.612 0.199 0.367 0.121
H 1.874 -2.300 0.012 0.061
H 0.323 -2.386 -1.003 0.108
H -1.618 0.412 2.316 0.164
N -0.484 1.839 0.976 0.001
N -0.729 0.630 0.527 -0.308
O -1.754 -1.359 1.139 0.068
S 2.000 -0.677 -2.192 0.640
```

Output
Relative energy (zero: lowest compared OMol25 entry of this formula, charge and spin) ... 318.1 kJ/mol
SMILES ... NN(C=O)C[C@H]1CS1
Frontier orbital gap ... 9.471 eV
E ... -740.0409 Eh

Record 7
One molecule with the formula C4H8N2S. Source: the OMol25 dataset; level of theory: ωB97M-V/def2-TZVPD.

```
15
Properties=species:S:1:pos:R:3:lowdin_charge:R:1
C -2.181 -0.424 -0.557 -0.477
C 0.523 -0.779 -0.630 -0.677
C 1.510 1.283 0.229 -0.106
C 0.454 0.723 1.211 -0.136
H -2.105 0.245 0.365 0.062
H -2.009 0.298 -1.292 0.008
H -3.192 -0.819 -0.550 0.033
H 1.677 -2.435 -0.743 0.092
H 2.494 0.696 0.037 0.118
H 1.395 2.434 0.156 0.124
H 0.780 -0.082 1.861 0.107
H -0.273 1.340 1.677 0.081
N 1.692 -1.334 -0.743 0.050
N 0.282 0.600 -0.253 -0.138
S -1.048 -1.747 -0.768 0.859
```

Output
Relative energy (zero: lowest compared OMol25 entry of this formula, charge and spin) ... 293.3 kJ/mol
SMILES ... [H]/N=C(\SC)N1CC1
Frontier orbital gap ... 9.785 eV
E ... -664.8211 Eh

Record 8
One molecule with the formula C4H8N2S. Source: the OMol25 dataset; level of theory: ωB97M-V/def2-TZVPD.

```
15
Properties=species:S:1:pos:R:3:lowdin_charge:R:1
C -0.886 0.539 1.310 -0.104
C -0.276 -0.019 0.084 -0.343
C 0.746 0.673 -0.457 -0.181
C -0.815 -1.247 -0.560 -0.837
H -1.023 1.602 1.251 0.069
H -1.863 0.142 1.574 0.046
H -0.182 0.334 2.145 0.096
H 1.200 0.395 -1.421 0.126
H 1.205 1.998 1.073 0.096
H 2.167 2.176 -0.373 0.115
H 1.045 -2.068 -1.134 0.076
H -0.328 -2.692 -1.854 0.076
N 1.301 1.801 0.069 0.060
N 0.097 -1.942 -1.336 0.065
S -2.388 -1.693 -0.371 0.639
```

Output
Relative energy (zero: lowest compared OMol25 entry of this formula, charge and spin) ... 76.5 kJ/mol
SMILES ... C/C(=C\N)C(N)=S
Frontier orbital gap ... 8.513 eV
E ... -664.9036 Eh

Record 9
One molecule with the formula C4H8N2S. Source: the OMol25 dataset; level of theory: ωB97M-V/def2-TZVPD.

```
15
Properties=species:S:1:pos:R:3:lowdin_charge:R:1
C 2.094 -0.377 -0.391 -0.078
C -0.273 -0.730 0.539 -0.214
C -1.344 0.255 0.561 -0.650
C -0.667 1.503 0.070 -0.142
H 2.553 0.228 -1.209 0.085
H 2.400 0.189 0.538 0.091
H 2.292 -1.386 -0.436 0.042
H 0.369 -0.775 1.456 0.124
H -0.743 -1.776 0.399 0.130
H -1.886 0.311 1.470 0.069
H -2.017 -0.739 -1.599 -0.059
H -1.035 2.444 0.246 0.080
N 0.604 -0.197 -0.624 -0.180
N 0.473 1.205 -0.499 0.034
S -2.822 -0.156 -0.522 0.667
```

Output
Relative energy (zero: lowest compared OMol25 entry of this formula, charge and spin) ... 274.2 kJ/mol
SMILES ... CN1C[C@H](S)C=N1
Frontier orbital gap ... 9.693 eV
E ... -664.8283 Eh

Record 10
One molecule with the formula C4H8N2S. Source: the OMol25 dataset; level of theory: ωB97M-V/def2-TZVPD.

```
15
Properties=species:S:1:pos:R:3:lowdin_charge:R:1
C 2.099 1.497 0.041 -0.055
C 2.129 0.042 -0.413 -0.299
C 1.986 -1.057 0.566 -0.091
C -1.419 -0.370 -0.418 -0.737
H 1.673 1.625 1.033 0.065
H 3.155 1.882 0.045 0.094
H 1.564 2.113 -0.687 0.079
H 2.711 -0.134 -1.296 0.125
H 1.820 -0.770 1.624 0.124
H 2.469 -2.008 0.425 0.099
H -0.192 0.327 1.017 0.120
H -1.344 -1.012 -1.301 0.073
N 0.916 -0.779 -0.379 -0.062
N -0.234 -0.202 0.162 -0.075
S -2.838 0.260 0.125 0.539
```

Output
Relative energy (zero: lowest compared OMol25 entry of this formula, charge and spin) ... 261.8 kJ/mol
SMILES ... C[C@H]1CN1NC=S
Frontier orbital gap ... 9.129 eV
E ... -664.8331 Eh